The following is a quantum chemistry calculation of 2 unconnected molecules or ions with the total composition C8H17Cl2N4O3S, from the OMol25 dataset.

Computed properties:
E_LUMO ... -0.121 hartree
E_HOMO ... -13.54 eV
Multiplicity ... 1
F_max ... 3.5 eV Å⁻¹
Gap between HOMO and LUMO ... 10.25 eV
Total charge ... +1
Total energy ... -56544.5744 eV

Geometry as XYZ:
```
35
Properties=species:S:1:pos:R:3:mulliken_charge:R:1
C -2.35794 1.87511 -2.35581 -1.200
C -1.44845 1.43739 -1.15915 -0.233
C -0.03861 0.94346 -1.63113 -0.321
C 0.69728 2.00901 -2.52551 -1.324
N 0.75288 0.53460 -0.44536 0.151
C 0.85044 -0.77065 -0.16445 0.585
N 0.28561 -1.81969 -0.81597 -0.469
C 0.58975 -2.95809 -0.21743 -0.200
N 1.37475 -2.66570 0.83213 0.088
O 1.89725 -3.54350 1.71931 -0.386
N 1.53231 -1.34415 0.83035 0.085
S 1.57337 1.56392 0.64517 1.299
C 1.17128 3.30154 0.41612 -0.976
O 1.24784 1.21514 2.00488 -0.697
O 2.97275 1.40477 0.36338 -0.653
H -1.89591 1.69615 -3.33868 0.350
H -2.66044 2.92159 -2.19697 0.295
H -3.28837 1.27903 -2.32270 0.350
H -1.39326 2.17474 -0.34166 0.293
H -1.92262 0.53425 -0.71825 0.301
H -0.25831 0.10069 -2.30972 0.448
H 0.39056 1.89518 -3.57682 0.383
H 1.79098 1.98480 -2.39350 0.360
H 0.28968 2.99329 -2.21754 0.302
H 0.25795 -3.94519 -0.53619 0.476
H 1.37973 -3.40107 2.54147 0.343
H 2.12533 -0.92184 1.54539 0.261
H 0.16358 3.50100 0.02178 0.284
H 1.88767 3.75751 -0.29220 0.378
H 1.29244 3.85078 1.36669 0.398
C -1.86217 -3.81258 3.35269 -0.003
Cl -0.54827 -3.98557 4.53202 -0.166
Cl -3.05754 -5.09323 3.52759 -0.123
H -2.34724 -2.85415 3.50898 0.300
H -1.44428 -3.85855 2.35108 0.021
```